(1)
C2H4BrOP | ωB97M-V with the def2-TZVPD basis set

The calculation puts the LUMO energy (spin up / spin down) at -0.6210 / -0.9799 eV. Its HOMO energy (spin up / spin down) is -0.3070 / -0.2746 hartree. The value obtained for the energy is -83514.627 eV.

XYZ file:
```
9
C2H4BrOP, DFT ωB97M-V with the def2-TZVPD basis set
C 0.38 0.76 1.45
C 1.31 0.14 0.49
O -2.67 -0.82 -3.70
P -2.15 -1.97 -2.99
Br 0.61 -0.40 -1.17
H -0.11 1.63 1.01
H 0.92 1.07 2.34
H -0.42 0.07 1.76
H 2.14 -0.47 0.82
```



(2)
C23H43F10N2O18P2 | ωB97M-V with the def2-TZVPD basis set

The calculation puts the LUMO energy at 2.0773 eV. Its HOMO energy is -0.2701 hartree. Its net charge is -1. The value obtained for the energy is -110148.291 eV.

XYZ file:
```
98
C23H43F10N2O18P2, DFT ωB97M-V with the def2-TZVPD basis set
P -1.81 -0.28 1.00
F -0.34 -0.08 0.30
F -1.33 0.74 2.16
F -2.41 0.98 0.19
F -3.19 -0.49 1.79
F -2.27 -1.26 -0.21
F -1.14 -1.59 1.70
C 1.30 -4.28 -2.12
C 0.78 -3.32 -1.05
C 0.98 -3.84 0.37
O 2.34 -4.18 0.67
C 2.54 -5.54 0.96
N 1.24 -1.96 -1.27
H 0.76 -5.23 -2.11
H 2.36 -4.49 -1.91
H 1.30 -3.79 -3.09
H -0.31 -3.35 -1.16
H 0.24 -4.56 0.73
H 0.85 -2.96 1.02
H 2.38 -6.17 0.07
H 1.83 -5.91 1.71
H 3.58 -5.67 1.23
H 2.16 -1.84 -0.84
H 0.63 -1.35 -0.71
C 5.72 2.55 2.56
C 6.06 2.62 1.08
C 4.86 2.69 0.19
O 3.97 1.66 0.52
C 2.82 1.59 -0.28
N 6.98 3.77 0.83
H 6.62 2.44 3.15
H 5.03 1.72 2.73
H 5.19 3.42 2.96
H 6.69 1.74 0.90
H 5.12 2.68 -0.88
H 4.37 3.66 0.34
H 2.93 0.99 -1.18
H 2.44 2.58 -0.58
H 2.00 1.17 0.30
H 7.85 3.39 0.48
H 6.59 4.40 0.14
C 2.44 3.68 -5.10
O 1.73 3.71 -3.85
P 0.55 2.66 -3.66
O -0.66 3.00 -4.39
O 0.41 2.54 -2.09
C -0.05 3.68 -1.36
O 1.25 1.29 -4.01
C 0.51 0.05 -4.02
H 1.80 4.08 -5.89
H 2.69 2.65 -5.36
H 3.34 4.28 -5.06
H 0.69 4.49 -1.32
H -0.47 3.33 -0.43
H -0.87 4.22 -1.87
H 1.08 -0.57 -3.33
H 0.58 -0.43 -4.99
H -0.52 0.13 -3.69
C -3.94 0.56 -2.98
C -4.97 1.09 -1.97
O -5.54 -0.05 -1.44
C -5.12 -1.16 -2.15
O -5.44 -2.27 -1.89
O -4.39 -0.77 -3.20
F -5.93 1.87 -2.63
H -2.98 0.56 -2.46
H -3.87 1.17 -3.88
H -4.51 1.80 -1.29
C -5.08 2.00 1.73
C -3.84 2.85 1.96
O -4.33 3.77 2.91
C -5.67 3.93 2.70
O -6.33 4.78 3.16
O -6.13 2.92 1.92
F -3.45 3.58 0.85
H -5.04 1.19 2.46
H -5.07 1.49 0.77
H -2.96 2.31 2.30
C -4.17 -3.65 1.87
C -2.92 -4.15 1.15
O -3.41 -4.97 0.13
C -4.77 -4.85 0.03
O -5.41 -5.42 -0.77
O -5.22 -3.96 0.92
F -2.20 -4.91 2.05
H -4.20 -2.56 1.94
H -4.41 -4.13 2.81
H -2.33 -3.33 0.75
C 1.26 -0.61 3.54
C 2.52 0.26 3.53
O 3.43 -0.50 4.29
C 2.76 -1.41 5.05
O 3.23 -2.04 5.93
O 1.47 -1.45 4.67
F 2.25 1.45 4.17
H 1.16 -1.19 2.62
H 0.37 0.00 3.65
H 3.00 0.39 2.56
```



(3)
CH9N6 | ωB97M-V with the def2-TZVPD basis set

The calculation puts the LUMO energy at -3.0396 eV. Its HOMO energy is -0.5036 hartree. Its net charge is +1. The value obtained for the energy is -10116.055 eV.

XYZ file:
```
16
CH9N6, DFT ωB97M-V with the def2-TZVPD basis set
C 1.39 -0.18 0.07
N 0.66 -1.28 0.11
N 0.91 0.95 -0.47
N 2.67 -0.20 0.38
N -2.21 -0.35 1.04
N -2.59 0.52 -0.94
N -1.84 0.45 0.16
H -0.15 1.06 -0.50
H 1.58 1.75 -0.44
H 3.21 -1.01 0.31
H 3.01 0.71 0.78
H -0.27 -1.05 0.06
H -1.42 -0.40 1.68
H -2.38 1.32 -1.47
H -3.49 -0.04 -1.07
H 0.93 -2.24 0.28
```



(4)
C46H37As2AuBrO3S3 | ωB97M-V with the def2-TZVPD basis set

The calculation puts the LUMO energy at -4.5988 eV. Its HOMO energy is -0.3963 hartree. Its net charge is +1. The value obtained for the energy is -282355.424 eV.

XYZ file:
```
93
C46H37As2AuBrO3S3, DFT ωB97M-V with the def2-TZVPD basis set
Au 0.01 0.41 -0.72
C 2.91 1.04 1.30
C 1.94 1.93 2.06
As 0.47 1.02 3.02
C -0.52 2.63 3.46
C -0.63 3.16 4.74
C -1.40 4.29 4.97
C -2.08 4.90 3.93
C -1.99 4.37 2.65
C -1.22 3.24 2.42
C 1.33 0.61 4.71
C 2.29 1.42 5.31
C 2.86 1.05 6.52
C 2.47 -0.12 7.15
C 1.51 -0.93 6.57
C 0.94 -0.57 5.35
As 2.11 -0.33 0.18
C 1.93 -1.97 1.15
C 2.20 -1.99 2.51
C 2.19 -3.19 3.20
C 1.89 -4.37 2.53
C 1.63 -4.35 1.16
C 1.66 -3.16 0.46
C 3.23 -0.74 -1.30
C 4.59 -0.43 -1.22
C 5.45 -0.87 -2.21
C 4.96 -1.63 -3.27
C 3.61 -1.93 -3.35
C 2.74 -1.49 -2.37
H 3.57 0.48 1.96
H 3.52 1.63 0.62
H 1.43 2.57 1.35
H 2.51 2.57 2.73
H -0.11 2.69 5.57
H -1.48 4.69 5.97
H -2.68 5.78 4.11
H -2.52 4.84 1.83
H -1.17 2.82 1.41
H 2.59 2.35 4.85
H 3.61 1.69 6.98
H 2.92 -0.40 8.10
H 1.19 -1.84 7.06
H 0.18 -1.20 4.90
H 2.43 -1.08 3.06
H 2.40 -3.20 4.26
H 1.87 -5.31 3.06
H 1.41 -5.27 0.63
H 1.46 -3.15 -0.60
H 4.98 0.15 -0.39
H 6.50 -0.63 -2.15
H 5.64 -1.98 -4.03
H 3.23 -2.52 -4.17
H 1.68 -1.73 -2.43
Br -0.29 -3.94 -2.89
C -1.44 -4.29 -1.42
C -1.84 -5.61 -1.26
C -2.73 -5.95 -0.26
C -3.25 -4.97 0.57
C -2.86 -3.66 0.41
C -1.94 -3.29 -0.58
C -1.57 -1.84 -0.59
O -2.32 -0.98 -0.19
O -0.34 -1.56 -0.99
H -1.45 -6.36 -1.94
H -3.03 -6.98 -0.15
H -3.95 -5.23 1.35
H -3.25 -2.88 1.04
O 0.39 2.33 -0.43
C 0.50 3.07 -1.64
C 1.61 2.57 -2.54
C 2.93 2.91 -2.51
C 3.70 2.22 -3.48
C 2.95 1.36 -4.22
S 1.31 1.39 -3.77
C -0.84 2.90 -2.32
C -1.33 3.27 -3.52
C -2.67 2.80 -3.73
C -3.15 2.08 -2.69
S -2.01 2.01 -1.41
C 0.75 4.51 -1.21
C 0.53 5.06 0.01
C 0.74 6.47 0.03
C 1.11 6.95 -1.19
S 1.22 5.71 -2.36
H 3.32 3.66 -1.84
H 4.76 2.37 -3.63
H 3.28 0.73 -5.03
H -0.77 3.84 -4.25
H -3.24 2.99 -4.63
H -4.11 1.61 -2.59
H 0.19 4.49 0.86
H 0.62 7.08 0.91
H 1.34 7.97 -1.46
```



(5)
C4H11N3O2 | ωB97M-V with the def2-TZVPD basis set

The calculation puts the LUMO energy at 0.3977 eV. Its HOMO energy is -0.3112 hartree. The value obtained for the energy is -12890.685 eV.

XYZ file:
```
20
C4H11N3O2, DFT ωB97M-V with the def2-TZVPD basis set
C 0.53 -2.17 3.50
C -0.03 -1.60 2.25
O -1.36 -1.20 2.44
O 0.49 -1.38 1.18
H 1.50 -1.73 3.32
H 0.29 -3.22 3.56
H -0.01 -1.65 4.35
C 0.26 3.20 -2.57
C 0.15 0.88 -1.72
N 0.74 -0.39 -1.49
N 0.94 1.89 -2.02
N -1.24 0.73 -1.72
H 0.11 -1.13 -1.34
H 1.41 -0.36 -0.75
H -1.77 -0.87 1.52
H -1.75 1.59 -1.67
H -1.72 -0.14 -1.85
H 1.01 3.97 -2.66
H -0.56 3.70 -2.06
H -0.01 3.07 -3.57
```



(6)
C4H5O3Rh | ωB97M-V with the def2-TZVPD basis set

The calculation puts the LUMO energy (spin up / spin down) at -4.2346 / -7.2334 eV. Its HOMO energy (spin up / spin down) is -0.4606 / -0.5176 hartree. The spin multiplicity is 6. Its net charge is +1. The value obtained for the energy is -13365.959 eV.

XYZ file:
```
13
C4H5O3Rh, DFT ωB97M-V with the def2-TZVPD basis set
O -1.88 1.66 -0.08
C -2.72 0.71 0.04
C -2.32 -0.62 -0.22
O -1.11 -0.83 -0.61
C 2.49 -0.90 0.44
C 2.52 0.42 0.15
O 1.53 1.13 -0.35
Rh -0.20 0.91 -0.77
H -3.76 0.93 0.34
H -3.03 -1.45 -0.17
H 1.95 -1.60 -0.21
H 3.04 -1.28 1.31
H 3.50 0.92 0.12
```